# 1
85
Properties=species:S:1:pos:R:3:forces:R:3 method="wB97M-V/def2-TZVPD" lumo_ev="-0.890 / -0.899" spin_multiplicity=5 charge=0 orbital_gap_ev="5.036 / 6.664"
Co -1.39013 -0.14022 0.14342 -0.6 0.5 0.1
C -1.57484 0.74302 3.04217 -0.3 -1.8 0.6
N -0.98730 -0.37566 2.24989 0.3 0.9 -0.3
C 0.45443 -0.57584 2.43814 0.7 -0.2 1.4
C 1.31379 0.61888 2.89190 0.5 0.3 0.7
N 1.61621 1.64155 1.87416 -1.7 0.6 -0.2
C 0.71127 2.74851 1.71502 0.6 1.1 -1.9
C 0.33285 3.25844 0.39649 -1.4 0.0 2.5
F -3.20890 2.70008 -0.25460 1.6 -1.0 -1.4
C -0.63146 4.30238 0.35924 -0.3 0.0 -0.4
F -1.07188 4.75533 -0.86903 0.5 -0.6 1.9
C -1.20661 4.88081 1.52434 0.1 0.1 -0.4
F -2.18061 5.84312 1.45201 1.3 -1.4 0.1
C -0.67930 4.48195 2.75881 0.8 0.1 1.0
F -1.09821 5.01951 3.94835 0.3 -0.3 -1.4
C 0.39584 3.55682 2.81806 -0.4 -0.9 -0.5
F 1.10853 3.27465 3.94691 -1.2 0.6 -0.1
C -1.66789 -1.63351 2.64552 0.0 -0.7 -1.2
C -3.01709 -1.82343 1.90099 -1.5 1.7 -1.4
N -3.09827 -0.86148 0.70338 2.7 -0.6 1.5
C -4.24432 -0.74858 0.04458 -2.9 0.7 -0.7
C -4.38481 -0.85378 -1.37505 0.3 -0.8 0.4
F -3.26037 -0.86397 -2.16034 -0.6 -0.3 0.6
C -5.60051 -1.18655 -1.96514 0.1 0.0 -0.4
F -5.62329 -1.62797 -3.27275 -0.1 0.8 1.6
C -6.77959 -1.10154 -1.20727 1.5 0.7 -0.9
F -7.92991 -1.23792 -1.84239 -0.9 -0.4 0.0
C -6.70125 -0.64171 0.10193 -0.3 -0.9 0.3
F -7.82877 -0.60888 0.82397 -0.2 0.4 0.0
C -5.48829 -0.44664 0.72867 1.4 -0.9 -2.0
F -5.42027 -0.06687 1.99426 -0.2 0.0 0.7
H -1.15601 0.80019 4.07068 -0.6 -0.3 -0.4
H -2.61349 0.45835 2.98834 -0.6 0.4 0.8
H -1.54402 1.70744 2.62732 0.6 1.1 -1.0
H 0.88542 -0.96897 1.52929 0.1 -0.4 -0.3
H 0.48859 -1.36352 3.22951 0.8 0.6 -0.4
H 2.32765 0.29768 3.22527 -1.1 -0.4 0.0
H 0.88643 1.06801 3.80091 0.1 0.1 -0.6
H -1.77010 -1.66413 3.72565 -0.3 0.1 0.3
H -0.96734 -2.45897 2.41487 -0.5 0.3 -0.2
H -3.89075 -1.54780 2.52869 0.7 -0.6 0.1
H -3.19415 -2.82885 1.45139 0.4 0.4 0.9
N -1.09205 1.22347 -1.30630 -0.4 -0.7 0.4
C -0.21317 2.11786 -1.78165 1.6 1.9 -2.0
C -0.26040 2.55409 -3.14274 -0.4 -0.4 1.2
C 0.47030 3.62357 -3.68754 0.4 -0.5 0.1
C 1.40604 4.32933 -2.86473 -0.9 -1.3 -0.4
C 1.49558 3.93699 -1.57375 1.4 0.7 0.0
C 0.89544 2.72917 -0.89063 -0.6 -0.1 -0.4
C 2.00224 1.69870 -0.58369 1.3 -0.4 0.8
C 2.90894 1.34608 -1.60767 -0.3 0.1 -0.8
C 3.91100 0.38946 -1.39208 0.6 1.2 -0.2
C 4.24858 0.01567 -0.09858 0.8 -2.4 -0.7
C 3.35346 0.26760 0.93277 0.6 0.7 0.1
C 2.29635 1.17500 0.73692 -0.3 0.5 -1.6
H -1.47931 0.79400 -2.13591 -0.5 -0.2 -0.1
H -2.49824 2.26988 -0.84284 -1.4 0.8 1.6
H -1.03475 2.03541 -3.73082 0.4 0.4 0.0
H 0.39808 3.84776 -4.74393 -0.1 0.0 0.1
H 2.05407 5.07934 -3.31717 -0.3 0.1 0.5
H 2.15101 4.51415 -0.93434 0.2 -0.1 0.2
H 2.89103 1.88539 -2.60753 -0.5 -0.9 1.3
H 4.57047 0.03565 -2.19496 -0.3 0.6 0.2
H 5.21862 -0.64192 -0.06430 -2.1 1.2 0.7
H 3.53886 -0.08078 1.94698 0.3 0.1 -0.4
N 7.61739 -4.78638 -1.33470 -0.8 0.2 0.0
C 6.48953 -4.53324 -1.36185 3.0 -1.1 0.2
C 5.13823 -4.24053 -1.39627 -1.2 1.0 -0.1
C 4.22222 -5.01245 -0.70537 1.0 -2.0 1.0
C 2.88514 -4.74760 -0.67367 -0.5 1.6 -0.5
C 2.52801 -3.48895 -1.24427 0.1 -0.8 -1.0
C 3.42539 -2.72825 -2.03672 -0.5 -0.7 1.0
C 4.75823 -3.10369 -2.09358 -0.9 0.1 0.0
N 1.16736 -3.10465 -1.14670 0.0 1.4 0.0
C 0.17673 -3.91770 -0.68220 0.0 -1.9 -0.3
C -0.92000 -3.17280 -0.55779 -1.8 1.8 0.7
N -0.63294 -1.77721 -0.85495 0.8 -3.2 0.0
C 0.62019 -1.83805 -1.22504 1.1 -0.1 -0.2
H 4.63475 -5.88215 -0.13930 -0.5 0.7 -0.7
H 2.15467 -5.45780 -0.25332 0.7 0.7 0.0
H 3.07056 -1.85461 -2.55320 -0.1 0.1 0.0
H 5.48585 -2.52535 -2.65081 -0.1 -0.1 0.0
H 0.33369 -5.01803 -0.58620 -0.5 1.4 0.0
H -1.91298 -3.49082 -0.21637 0.6 0.4 -0.3
H 1.21458 -0.99554 -1.55076 0.0 0.1 0.1

# 2
83
Properties=species:S:1:pos:R:3:forces:R:3 method="wB97M-V/def2-TZVPD" lumo_ev=-3.689 charge=+1 orbital_gap_ev=5.532 relative_energy_kj_mol=362.0
Ta -0.48780 -0.06250 -0.61050 -0.1 0.8 -0.6
N -3.43800 -1.76520 2.57170 -0.1 -0.2 -0.5
C -3.35750 -1.30780 3.89460 0.0 0.2 0.7
C -4.42420 -1.52260 4.75180 0.2 0.0 -0.1
C -4.35710 -1.10060 6.07210 0.0 0.0 0.0
C -3.23410 -0.44680 6.53960 0.1 0.0 0.0
C -2.16230 -0.21960 5.68500 -0.1 -0.1 -0.1
C -2.23050 -0.65360 4.37750 0.1 -0.2 -0.6
S -0.83370 -0.41180 3.29310 -0.2 0.1 0.5
N -1.34030 -1.02060 1.80290 -0.1 -0.2 -1.2
C -2.49050 -1.57620 1.60750 0.5 0.3 0.6
C -2.81130 -2.03100 0.25450 -0.5 -0.4 -0.5
C -3.83660 -2.96560 0.05490 0.2 0.2 -0.1
C -4.20360 -3.34150 -1.21700 0.2 0.2 -0.2
C -3.54630 -2.73500 -2.28990 -0.2 -0.2 0.4
C -2.53900 -1.84230 -2.02940 0.0 0.0 -0.5
N -2.11670 -1.50780 -0.79480 0.1 0.2 0.8
H -4.35680 -2.07070 2.29280 0.2 0.1 -0.1
H -5.30360 -2.02830 4.38070 -0.1 -0.1 0.0
H -5.18790 -1.29250 6.73090 -0.1 0.0 0.1
H -3.18110 -0.10630 7.56130 0.0 0.0 0.1
H -1.27600 0.28570 6.03560 0.1 0.1 0.1
H -4.32680 -3.42420 0.89990 0.0 0.0 0.0
H -4.98320 -4.06740 -1.37610 -0.1 -0.1 0.0
H -3.81320 -2.96930 -3.30670 0.0 0.1 -0.1
H -2.02290 -1.34880 -2.83780 0.0 0.0 0.0
N 1.49290 -2.21390 -4.43910 -0.5 0.2 0.3
C 0.33470 -1.67910 -4.03700 0.0 -0.1 0.1
N 0.37940 -1.47160 -2.73480 -0.1 0.4 1.0
C 1.62150 -1.91040 -2.37610 -0.4 -0.1 -1.4
N 2.31350 -2.36550 -3.40460 0.7 -0.1 0.6
C 2.05630 -1.90490 -1.01120 0.5 -0.1 0.7
C 3.26370 -2.51200 -0.64840 -0.4 0.2 -0.3
N 3.68240 -2.58080 0.59330 0.2 0.0 0.3
C 2.87790 -2.04220 1.51100 0.0 -0.1 -0.2
C 1.68910 -1.43070 1.18320 -0.1 0.0 0.3
N 1.24640 -1.32120 -0.08710 0.2 -0.4 -0.3
H 1.79460 -2.46630 -5.36890 -0.1 0.0 0.1
H -0.49340 -1.47890 -4.68520 -0.1 0.1 -0.2
H 3.88550 -2.94630 -1.41640 0.0 -0.1 -0.1
H 3.19930 -2.11540 2.53880 -0.1 0.1 0.2
H 1.06590 -1.01250 1.95620 0.2 0.0 0.0
S -2.14700 1.57470 0.41520 0.3 -0.3 -0.3
C -0.94870 2.28740 1.40050 -0.1 0.6 0.3
S 0.72730 1.94670 0.81670 -0.8 -0.5 -0.1
C -1.18440 3.04400 2.50930 0.2 -0.4 -0.7
C -0.15810 3.72290 3.19460 0.3 0.2 0.1
N 0.68430 4.29200 3.72490 0.3 0.2 0.2
C -2.49120 3.14390 3.03390 -0.2 -0.1 0.0
N -3.54530 3.16830 3.48220 -0.5 0.0 0.2
C -0.48450 1.41260 -2.41000 0.0 -0.7 1.1
C 0.73610 1.44290 -3.25160 0.2 0.0 -0.2
C 0.68320 1.22600 -4.62860 0.1 0.1 0.1
C 1.82390 1.30640 -5.40920 0.0 0.0 0.0
C 3.04320 1.61390 -4.82890 0.1 0.0 0.0
C 3.11660 1.82750 -3.46090 0.1 0.0 -0.1
C 1.97780 1.73690 -2.68370 -0.1 -0.1 0.0
H -1.36590 1.26480 -3.04020 -0.1 0.0 0.1
H -0.59430 2.39030 -1.93030 -0.2 -0.1 0.0
H -0.27250 1.04260 -5.09920 -0.1 0.0 0.0
H 1.75840 1.15140 -6.47740 0.0 0.0 -0.1
H 3.92530 1.71220 -5.44270 0.1 0.0 0.0
H 4.06120 2.08500 -3.00420 0.1 0.0 0.0
H 2.04500 1.92280 -1.61880 0.0 0.1 0.0
C 7.53620 -2.88100 7.45600 0.2 -0.1 -0.1
C 6.60780 -2.06330 6.62030 -0.6 0.3 0.0
O 6.58420 -1.98790 5.42700 0.4 -0.3 -0.2
S 5.41590 -1.15910 7.61990 -0.2 0.2 0.1
C 4.47150 -0.38710 6.32640 0.2 -0.2 0.2
C 5.09020 0.49750 5.45430 -0.1 0.0 0.0
C 4.37290 1.04730 4.41110 -0.1 0.0 0.0
C 3.02690 0.71480 4.23730 0.4 -0.3 0.6
C 2.40530 -0.15160 5.14350 0.0 0.1 -0.1
C 3.12480 -0.69650 6.18540 0.1 0.0 0.1
C 2.28860 1.20950 3.14390 -0.8 0.4 -1.1
C 1.58790 1.55440 2.21750 0.5 -0.2 0.2
H 8.56010 -2.62370 7.19010 0.1 0.0 0.0
H 7.38710 -3.93390 7.21570 0.0 0.0 0.0
H 7.37520 -2.71790 8.51760 0.0 0.0 0.1
H 6.13120 0.74640 5.58970 0.1 0.0 0.0
H 4.85160 1.72790 3.72510 0.0 0.1 -0.1
H 1.36380 -0.40190 5.01060 -0.1 0.0 0.0
H 2.65530 -1.36900 6.88640 -0.1 -0.1 0.0

# 3
79
Properties=species:S:1:pos:R:3:forces:R:3 method="wB97M-V/def2-TZVPD" lumo_ev="-7.217 / -6.792" spin_multiplicity=2 charge=+2 orbital_gap_ev="4.644 / 5.093" relative_energy_kj_mol=292.7
Re 0.36347 1.02379 -2.28504 0.0 -0.2 -0.2
S -0.79448 1.86291 -4.13315 -0.1 0.1 -0.2
C -0.98816 0.46763 -5.21601 0.1 0.1 0.0
C -1.75110 0.61425 -6.37355 0.0 0.0 0.0
C -1.91244 -0.45043 -7.24479 0.0 0.0 0.0
C -1.33208 -1.68494 -6.97482 0.0 0.0 0.0
C -0.58590 -1.85228 -5.82118 0.0 0.0 0.0
C -0.40443 -0.77299 -4.96358 0.0 0.1 0.0
S 0.52112 -1.02004 -3.46166 -0.1 0.0 -0.2
C 2.25836 -0.92430 -3.97716 0.1 0.0 0.0
C 2.77332 0.47920 -4.10632 0.0 0.0 0.0
C 3.85400 0.74420 -4.93076 0.0 0.0 0.0
C 4.32776 2.03848 -5.03364 0.0 0.0 0.0
C 3.68435 3.04777 -4.33346 0.0 0.0 0.0
C 2.59560 2.73252 -3.54743 0.0 0.0 0.0
C 1.79857 3.81965 -2.88387 0.0 0.0 -0.1
S 0.91448 3.21474 -1.42746 -0.1 0.2 -0.1
C 2.36289 2.61291 -0.49579 0.0 0.0 0.0
C 3.05610 3.64300 0.32764 0.0 0.0 0.0
C 4.27157 3.37638 0.80970 0.0 0.0 0.0
C 4.98413 2.12318 0.59153 0.0 0.0 0.0
C 4.54894 0.89609 0.22972 -0.1 -0.1 0.0
C 3.19955 0.35660 0.00306 0.1 0.1 0.0
S 2.99461 -1.17855 -0.46289 0.0 -0.1 0.0
N 2.17285 1.45557 -3.39662 0.0 0.0 0.0
H -2.21606 1.56845 -6.58483 0.0 0.0 0.0
H -2.50539 -0.31791 -8.13962 0.0 0.0 0.0
H -1.47136 -2.51405 -7.65414 0.0 0.0 0.0
H -0.14852 -2.81471 -5.58516 0.0 0.0 0.0
H 2.37372 -1.46894 -4.91313 0.0 0.0 0.0
H 2.81735 -1.46036 -3.20623 0.0 0.0 0.0
H 4.31168 -0.06295 -5.48533 0.0 0.0 0.0
H 5.17522 2.26427 -5.66652 0.0 0.0 0.0
H 4.00811 4.07607 -4.41485 0.0 0.0 0.0
H 1.01569 4.16688 -3.56359 0.0 0.0 0.0
H 2.42439 4.67198 -2.62234 0.0 0.0 0.0
H 2.57367 4.59535 0.51327 0.0 0.0 0.0
H 4.79637 4.13503 1.37625 0.0 0.0 0.0
H 6.05483 2.19078 0.75058 0.0 0.0 0.0
H 5.30931 0.13470 0.10568 0.0 0.0 0.0
C -3.50195 -3.32622 10.10067 0.0 0.0 0.0
O -4.22419 -3.48828 8.88332 0.0 0.0 0.0
C -3.69210 -2.99991 7.75522 0.0 0.0 0.0
C -4.44657 -3.20345 6.59320 0.0 0.0 0.0
C -3.98742 -2.73730 5.38534 0.0 0.0 0.0
C -2.76720 -2.05672 5.29759 0.0 0.0 0.0
C -2.02342 -1.86140 6.45865 0.0 0.0 0.0
C -2.47308 -2.32428 7.68153 0.0 0.0 0.0
C -2.24981 -1.54735 4.03777 0.0 0.0 0.1
N -1.10951 -0.92338 3.86599 0.0 0.0 0.0
C -1.04025 -0.64571 2.52790 0.1 0.0 0.1
C -2.18282 -1.10617 1.86813 0.0 0.0 0.0
N -2.94205 -1.67099 2.84332 0.1 0.0 -0.1
C -2.41178 -0.86078 0.48878 0.1 0.1 -0.1
C -3.57049 -1.12749 -0.24163 0.0 0.0 -0.1
C -3.64148 -0.72725 -1.56051 0.0 0.0 0.0
C -2.57078 -0.06437 -2.14214 0.1 0.0 0.0
N -1.44005 0.19652 -1.47602 -0.1 -0.1 0.0
C -1.35269 -0.20919 -0.18357 -0.2 -0.1 -0.1
C -0.15508 0.15955 0.46200 0.3 0.2 -0.3
N 0.77230 0.74808 -0.36862 0.1 -0.2 1.0
C 1.99663 1.29790 0.25449 -0.1 -0.1 0.0
C 1.95093 1.38620 1.75967 0.0 0.0 0.0
C 1.07242 0.70828 2.49502 0.0 0.0 0.0
C -0.02163 0.03499 1.83928 0.0 -0.1 0.2
H -4.10534 -3.80177 10.86668 0.0 0.0 0.0
H -3.37563 -2.26888 10.33971 0.0 0.0 0.0
H -2.52944 -3.81815 10.04432 0.0 0.0 0.0
H -5.38636 -3.73127 6.67318 0.0 0.0 0.0
H -4.60078 -2.91808 4.51028 0.0 0.0 0.0
H -1.07927 -1.33812 6.39718 0.0 0.0 0.0
H -1.87454 -2.15664 8.56392 0.0 0.0 0.0
H -3.83671 -2.11756 2.73938 0.0 0.0 0.0
H -4.41623 -1.62394 0.21656 0.0 0.0 0.0
H -4.52832 -0.90682 -2.15021 0.0 0.0 0.0
H -2.61656 0.28343 -3.16302 0.0 0.0 0.0
H 3.07280 2.31073 -1.27240 0.0 0.0 0.0
H 2.74516 1.94385 2.23132 0.0 0.0 0.0
H 1.11114 0.70203 3.57528 0.0 0.0 0.0

Calculated E_tot, -4267.480840 -3775.258882 -3523.209105 Eh (same order as the records).